[1]
C38H32F5MoN5O2S as an isolated structure, computed with ωB97M-V with the def2-TZVPD basis set.

Last column: Mulliken charge in e.
Cartesian coordinates (Å):
Mo: 1.27 0.25 0.85  -0.41
C: 0.60 -0.29 4.03  -1.25
N: 0.48 0.80 3.04  0.98
C: -0.86 1.38 3.20  -1.43
C: 1.47 1.84 3.32  -1.15
C: 1.52 2.90 2.23  -1.09
N: 1.31 2.32 0.89  1.34
C: 1.21 3.24 -0.15  -0.07
C: 0.62 2.90 -1.39  -0.26
F: 0.13 1.67 -1.61  -0.34
C: 0.50 3.79 -2.44  0.12
F: -0.09 3.36 -3.56  -0.29
C: 0.94 5.09 -2.35  -0.61
C: 1.53 5.45 -1.16  0.22
F: 2.02 6.69 -1.01  -0.32
C: 1.67 4.57 -0.11  0.42
F: 2.35 5.05 0.95  -0.34
H: 0.40 0.09 5.04  0.45
H: -0.12 -1.07 3.79  0.18
H: 1.60 -0.71 3.99  0.41
H: -0.98 1.76 4.22  0.41
H: -0.99 2.21 2.51  0.29
H: -1.63 0.64 3.01  0.39
H: 1.25 2.33 4.28  0.49
H: 2.44 1.34 3.42  0.33
H: 0.78 3.68 2.42  0.56
H: 2.50 3.36 2.30  0.46
H: 0.85 5.78 -3.18  0.52
C: -4.62 0.66 -5.61  -0.89
O: -3.89 -0.37 -4.98  -0.43
C: -4.37 -0.85 -3.80  0.84
C: -5.56 -0.44 -3.21  -0.45
C: -5.94 -1.02 -2.00  -0.53
C: -5.14 -1.95 -1.37  -0.13
C: -3.97 -2.38 -1.99  -0.01
C: -3.59 -1.84 -3.19  -0.72
N: -5.67 -2.48 -0.14  -0.38
N: -4.96 -2.74 0.85  -0.63
C: -3.56 -2.39 0.87  -0.08
C: -2.68 -3.39 1.18  -0.40
C: -1.28 -3.18 1.19  -1.02
C: -0.79 -1.92 0.93  -0.60
O: 0.48 -1.59 0.90  0.10
C: -1.71 -0.85 0.68  0.35
N: -1.12 0.35 0.48  0.25
C: -1.90 1.39 0.29  -0.08
C: -3.31 1.31 0.33  -1.71
C: -3.90 0.09 0.54  -0.74
C: -3.09 -1.06 0.68  1.48
H: -4.05 0.93 -6.49  0.24
H: -4.72 1.53 -4.96  0.36
H: -5.62 0.32 -5.90  0.36
H: -6.19 0.29 -3.68  0.43
H: -6.88 -0.74 -1.54  0.46
H: -3.36 -3.15 -1.53  0.48
H: -2.69 -2.17 -3.69  0.47
H: -3.07 -4.38 1.38  0.42
H: -0.60 -3.99 1.40  0.53
H: -1.43 2.35 0.13  0.35
H: -3.89 2.21 0.21  0.50
H: -4.98 0.01 0.60  0.63
F: 6.22 -2.14 3.92  -0.36
C: 5.16 -1.64 3.23  0.17
C: 4.07 -2.44 3.02  -0.59
C: 2.99 -1.92 2.32  0.04
C: 2.99 -0.61 1.82  0.87
C: 4.14 0.15 2.05  -0.04
C: 5.23 -0.35 2.76  -0.85
H: 4.06 -3.46 3.38  0.48
H: 2.13 -2.55 2.15  0.29
H: 4.22 1.15 1.64  0.38
H: 6.12 0.25 2.92  0.46
S: 2.79 0.55 -0.95  -0.45
C: 3.44 -1.00 -1.53  1.06
C: 4.48 -0.94 -2.46  -0.70
C: 5.04 -2.09 -2.97  -0.60
C: 4.58 -3.34 -2.56  -0.43
C: 3.56 -3.40 -1.62  -0.87
C: 2.99 -2.25 -1.11  -0.20
H: 4.85 0.03 -2.78  0.43
H: 5.84 -2.02 -3.69  0.36
H: 5.02 -4.24 -2.96  0.37
H: 3.20 -4.37 -1.29  0.41
H: 2.20 -2.33 -0.38  0.31

Expectation value of S²: 2.024
Multiplicity: 3
HOMO (alpha / beta) in eV: -7.2 / -7.6
Gap between HOMO and LUMO (alpha / beta) in eV: 6.40 / 6.83
Calculated total energy in Eh: -2857.1723

***

[2]
C38H32N5O2S2Y as an isolated structure in a non-equilibrium geometry, computed with ωB97M-V with the def2-TZVPD basis set.

Last column: Mulliken charge in e.
Cartesian coordinates (Å):
Y: -0.99 -0.23 -0.76  -0.13
C: -3.82 0.94 0.53  -1.06
O: -2.59 0.49 1.02  -0.39
C: -2.67 -0.30 2.12  0.87
C: -3.84 -0.60 2.85  -0.68
C: -3.76 -1.48 3.92  -0.91
C: -2.55 -2.11 4.20  -0.71
C: -1.38 -1.80 3.50  -0.45
C: -1.45 -0.92 2.43  0.10
N: -0.29 -0.67 1.61  1.35
N: 0.80 -0.83 2.18  -0.88
C: 1.98 -0.64 1.46  -1.12
C: 2.05 0.11 0.26  1.02
O: 1.00 0.74 -0.22  -0.23
C: 3.33 0.27 -0.36  -0.34
C: 4.43 -0.18 0.25  -0.55
C: 4.41 -0.86 1.51  0.74
C: 5.54 -1.52 2.07  -0.96
C: 5.44 -2.12 3.31  -0.43
C: 4.17 -2.13 3.98  -0.89
C: 3.07 -1.76 3.31  -0.46
C: 3.16 -1.11 2.07  1.37
H: -4.29 1.60 1.36  0.31
H: -4.47 0.09 0.48  0.53
H: -3.60 1.50 -0.40  0.20
H: -4.82 -0.20 2.59  0.38
H: -4.53 -1.67 4.63  0.44
H: -2.57 -2.84 5.02  0.37
H: -0.47 -2.32 3.73  0.41
H: 3.37 0.67 -1.41  0.28
H: 5.43 -0.04 -0.18  0.37
H: 6.53 -1.66 1.56  0.29
H: 6.35 -2.56 3.70  0.38
H: 4.18 -2.49 5.00  0.42
H: 2.09 -1.91 3.82  0.20
S: 0.58 -4.74 -1.45  -0.31
C: -0.62 -4.96 -0.23  -0.70
C: -1.19 -3.75 0.08  -0.30
C: -0.67 -2.62 -0.58  0.70
C: 0.41 -3.06 -1.42  -0.20
C: 1.09 -2.19 -2.38  0.93
C: 2.21 -2.59 -3.09  -0.98
C: 2.65 -1.77 -4.15  -0.54
C: 2.08 -0.51 -4.25  -0.87
C: 1.15 -0.09 -3.34  -0.31
N: 0.57 -0.95 -2.50  0.41
H: -0.81 -5.84 0.27  0.55
H: -1.90 -3.69 0.91  0.38
H: 2.66 -3.59 -2.89  0.39
H: 3.45 -2.07 -4.81  0.44
H: 2.44 0.24 -4.94  0.39
H: 0.82 0.94 -3.23  0.42
C: -5.03 -1.43 -3.88  -0.40
C: -4.88 -1.87 -2.63  -0.87
C: -3.83 -1.55 -1.85  -0.66
C: -2.85 -0.62 -2.30  1.35
C: -3.09 -0.09 -3.58  -0.61
C: -4.14 -0.48 -4.37  -0.71
H: -5.76 -1.81 -4.55  0.39
H: -5.49 -2.70 -2.36  0.32
H: -3.71 -2.01 -0.91  0.42
H: -2.46 0.79 -3.76  0.18
H: -4.24 -0.13 -5.38  0.37
C: 2.87 3.72 0.73  -1.13
C: 1.57 4.21 0.26  1.39
C: 1.08 5.50 0.48  -1.36
C: -0.23 5.73 0.02  0.84
N: -0.97 4.85 -0.64  -0.50
C: -0.41 3.67 -0.93  0.45
S: -1.28 2.51 -1.91  -0.54
N: 0.78 3.34 -0.40  0.27
C: -1.01 6.98 0.39  -1.17
H: 3.29 4.35 1.52  0.43
H: 3.62 3.76 -0.04  0.29
H: 2.84 2.67 1.05  0.13
H: 1.67 6.05 1.13  0.45
H: 1.07 2.32 -0.62  -0.54
H: -1.69 7.20 -0.44  0.37
H: -0.38 7.87 0.46  0.36
H: -1.51 6.94 1.37  0.26

HOMO in eV: -7.4
Gap between HOMO and LUMO in eV: 6.79
Calculated total energy in Eh: -2726.2236

***

[3]
C38H33Cl2N3OPZr as an isolated structure, computed with ωB97M-V with the def2-TZVPD basis set.

Last column: Mulliken charge in e.
Cartesian coordinates (Å):
Zr: -0.88 0.56 -0.29  0.12
C: -1.89 4.50 2.00  -1.57
C: -1.31 3.21 1.55  0.25
N: -1.73 2.58 0.53  1.06
N: -2.62 3.19 -0.35  -1.02
C: -2.21 2.87 -1.55  0.63
O: -1.17 2.09 -1.74  -0.47
C: -2.93 3.38 -2.72  0.48
C: -4.12 4.10 -2.57  -0.29
C: -4.80 4.54 -3.69  -0.80
C: -4.31 4.27 -4.96  -0.36
C: -3.13 3.56 -5.11  -0.85
C: -2.44 3.11 -4.00  -0.18
C: -0.02 2.66 2.07  0.84
C: 0.60 3.18 3.19  -1.21
C: 1.92 2.82 3.46  -0.79
C: 2.57 1.98 2.59  -0.98
C: 1.86 1.46 1.51  -0.62
N: 0.59 1.76 1.26  0.27
H: -2.05 5.14 1.13  0.37
H: -1.27 5.02 2.72  0.47
H: -2.87 4.33 2.44  0.31
H: -4.49 4.30 -1.57  0.49
H: -5.73 5.09 -3.57  0.40
H: -4.85 4.62 -5.83  0.40
H: -2.74 3.36 -6.10  0.42
H: -1.52 2.56 -4.10  0.42
H: 0.07 3.87 3.83  0.43
H: 2.43 3.23 4.32  0.47
H: 3.61 1.71 2.72  0.48
H: 2.33 0.78 0.81  0.87
C: -2.11 -1.56 -0.22  -0.38
C: -3.09 -0.57 0.02  -1.18
C: -3.25 0.17 -1.16  -0.37
C: -2.38 -0.36 -2.13  -0.35
C: -1.68 -1.44 -1.56  -0.41
H: -1.76 -2.30 0.49  0.76
H: -3.64 -0.42 0.94  0.63
H: -3.92 1.00 -1.30  0.60
H: -2.24 0.02 -3.13  0.53
H: -0.94 -2.05 -2.04  0.53
C: 4.86 -3.17 3.16  -0.63
C: 4.44 -3.93 2.08  -0.78
C: 3.32 -3.55 1.35  -0.64
C: 2.62 -2.39 1.68  0.68
C: 3.05 -1.64 2.77  -0.07
C: 4.17 -2.03 3.51  -0.98
P: 1.18 -1.83 0.69  1.47
C: 0.56 -3.45 0.11  0.49
C: 0.72 -3.91 -1.19  -0.48
C: 0.22 -5.15 -1.56  -0.75
C: -0.43 -5.94 -0.63  -0.68
C: -0.59 -5.49 0.68  -0.61
C: -0.10 -4.25 1.04  -0.29
C: 1.90 -1.06 -0.79  -0.44
C: 3.13 -1.36 -1.35  -0.56
C: 3.54 -0.69 -2.50  -0.82
C: 2.72 0.28 -3.06  -0.92
C: 1.49 0.58 -2.49  -0.62
C: 1.05 -0.07 -1.33  1.22
H: 5.73 -3.48 3.73  0.39
H: 4.97 -4.83 1.81  0.43
H: 2.99 -4.16 0.52  0.45
H: 2.52 -0.75 3.07  0.25
H: 4.48 -1.44 4.36  0.45
H: 1.23 -3.30 -1.92  0.42
H: 0.35 -5.50 -2.57  0.44
H: -0.82 -6.91 -0.92  0.40
H: -1.10 -6.11 1.41  0.44
H: -0.22 -3.90 2.06  0.30
H: 3.77 -2.11 -0.90  0.51
H: 4.50 -0.92 -2.94  0.42
H: 3.05 0.80 -3.95  0.41
H: 0.88 1.35 -2.95  0.49
Cl: -0.07 -1.96 4.35  -0.11
C: -0.32 -0.28 3.89  0.72
Cl: -1.63 -0.11 2.69  -0.05
H: 0.58 0.10 3.43  -0.85
H: -0.61 0.29 4.77  0.52

HOMO in eV: -10.9
Gap between HOMO and LUMO in eV: 7.15
Calculated total energy in Eh: -3016.0337
Net charge: +1

***

[4]
C38H33F10IrN8Sb as an isolated structure in a non-equilibrium geometry, computed with ωB97M-V with the def2-TZVPD basis set.

Last column: Mulliken charge in e.
Cartesian coordinates (Å):
Ir: 0.56 -0.85 0.15  4.15
C: 2.28 1.64 2.30  -1.50
N: 1.25 0.64 2.05  0.59
C: 1.54 -0.56 2.86  -0.59
C: 2.73 -1.35 2.31  -1.41
N: 2.51 -1.66 0.92  0.04
C: 3.43 -2.37 0.24  -0.33
C: 4.67 -2.86 0.74  0.15
F: 5.04 -2.62 2.00  -0.34
C: 5.55 -3.59 -0.05  0.20
F: 6.69 -4.01 0.48  -0.29
C: 5.26 -3.89 -1.38  0.61
F: 6.09 -4.61 -2.11  -0.30
C: 4.05 -3.44 -1.91  0.21
F: 3.70 -3.70 -3.16  -0.29
C: 3.19 -2.70 -1.12  -0.25
F: 2.06 -2.23 -1.68  -0.25
C: -0.07 1.18 2.40  1.80
C: -0.50 2.47 1.68  -1.17
N: -1.19 2.29 0.40  0.78
C: -1.48 3.57 -0.18  0.68
C: -2.18 4.61 0.44  0.02
F: -2.65 4.47 1.68  -0.35
C: -2.39 5.83 -0.20  0.20
F: -3.04 6.79 0.44  -0.26
C: -1.92 6.05 -1.49  0.62
F: -2.10 7.22 -2.08  -0.25
C: -1.28 5.01 -2.15  -0.17
F: -0.82 5.17 -3.39  -0.27
C: -1.10 3.79 -1.50  -1.00
F: -0.53 2.78 -2.19  0.25
H: 2.12 2.12 3.27  0.29
H: 2.30 2.41 1.54  0.33
H: 3.27 1.18 2.33  0.47
H: 0.67 -1.22 2.83  -0.50
H: 1.74 -0.28 3.90  0.54
H: 2.82 -2.28 2.90  0.70
H: 3.67 -0.81 2.44  0.51
H: -0.09 1.41 3.48  0.67
H: -0.81 0.42 2.19  -2.78
H: 0.38 3.07 1.44  0.76
H: -1.11 3.05 2.38  0.33
C: 0.52 -4.17 0.43  -1.37
C: -0.23 -3.81 -0.81  0.87
C: -0.62 -4.80 -1.71  -0.97
C: -1.33 -4.45 -2.84  -0.63
C: -1.67 -3.12 -3.03  -0.96
C: -1.24 -2.19 -2.10  0.14
N: -0.52 -2.53 -1.04  0.07
Sb: -1.68 -0.04 -2.57  0.96
C: 0.46 0.42 -2.69  -0.30
C: 0.82 0.85 -3.96  -0.66
C: 2.07 1.42 -4.13  -0.89
C: 2.90 1.49 -3.03  -1.10
C: 2.49 0.98 -1.81  0.44
C: 3.43 1.03 -0.66  -1.29
N: 1.26 0.46 -1.64  0.50
C: -2.73 1.17 -0.96  -0.66
C: -3.97 1.49 -1.46  -0.79
C: -4.95 2.03 -0.64  -0.98
C: -4.69 2.03 0.73  -1.08
C: -3.47 1.68 1.24  0.93
C: -3.32 1.52 2.72  -1.38
N: -2.39 1.44 0.36  1.64
H: -0.06 -4.87 1.02  0.54
H: 0.71 -3.27 1.01  -0.24
H: 1.47 -4.64 0.18  0.40
H: -0.36 -5.83 -1.50  0.60
H: -1.62 -5.20 -3.57  0.46
H: -2.24 -2.80 -3.88  0.56
H: 0.12 0.78 -4.77  0.56
H: 2.37 1.81 -5.09  0.50
H: 3.88 1.95 -3.09  0.57
H: 4.37 0.54 -0.92  0.44
H: 2.99 0.54 0.19  -0.02
H: 3.67 2.07 -0.43  0.51
H: -4.18 1.31 -2.51  0.61
H: -5.89 2.35 -1.04  0.51
H: -5.49 2.27 1.42  0.62
H: -4.26 1.17 3.13  0.58
H: -2.54 0.81 3.00  0.11
H: -3.11 2.47 3.20  0.24
N: -3.71 -1.84 1.68  0.10
C: -3.15 -2.10 2.89  -1.02
C: -1.81 -1.91 2.73  -0.76
N: -1.55 -1.53 1.44  0.25
C: -2.72 -1.50 0.84  -1.15
H: -4.70 -1.88 1.47  0.28
H: -3.72 -2.39 3.75  0.44
H: -1.05 -2.05 3.47  0.63
H: -2.88 -1.26 -0.19  0.57

Expectation value of S²: 0.754
Multiplicity: 2
HOMO (alpha / beta) in eV: -11.2 / -11.1
Gap between HOMO and LUMO (alpha / beta) in eV: 3.44 / 3.39
Calculated total energy in Eh: -3248.3360
Net charge: +2

***

[5]
C38H33N11O5S2W as an isolated structure in a non-equilibrium geometry, computed with ωB97M-V with the def2-TZVPD basis set.

Last column: Mulliken charge in e.
Cartesian coordinates (Å):
W: -0.22 -0.40 0.33  2.06
O: 3.24 -1.08 2.69  -0.77
C: 2.36 -1.01 1.85  0.38
N: 1.35 -0.12 1.73  0.46
C: 1.29 0.94 2.66  -0.03
C: 2.31 1.39 3.50  -0.80
C: 2.08 2.46 4.35  -0.68
C: 0.85 3.10 4.36  -0.93
C: -0.17 2.67 3.52  -0.07
C: 0.06 1.60 2.66  -0.14
N: -0.84 1.11 1.70  0.51
C: -2.01 1.76 1.50  -0.88
O: -2.72 2.31 2.33  -0.75
C: -2.18 2.01 0.04  0.94
C: -3.02 3.02 -0.40  -0.63
C: -2.97 3.39 -1.73  -0.98
C: -2.06 2.74 -2.56  -0.94
C: -1.26 1.74 -2.04  -0.08
N: -1.31 1.36 -0.76  0.40
C: 2.33 -2.07 0.79  0.24
C: 3.45 -2.85 0.56  -0.74
C: 3.37 -3.83 -0.42  -0.80
C: 2.17 -4.02 -1.08  -1.12
C: 1.10 -3.21 -0.77  -0.43
N: 1.18 -2.21 0.12  0.65
H: 3.27 0.90 3.49  0.53
H: 2.88 2.79 5.00  0.40
H: 0.67 3.93 5.03  0.43
H: -1.13 3.16 3.53  0.59
H: -3.67 3.49 0.32  0.59
H: -3.61 4.17 -2.12  0.47
H: -1.95 3.01 -3.60  0.57
H: -0.54 1.27 -2.69  0.27
H: 4.33 -2.67 1.15  0.60
H: 4.24 -4.44 -0.66  0.42
H: 2.04 -4.79 -1.82  0.51
H: 0.13 -3.38 -1.21  0.82
N: 1.69 5.35 -5.06  -0.57
C: 1.97 4.28 -4.23  1.06
C: 2.24 3.02 -4.76  -0.88
C: 2.48 1.94 -3.93  -0.22
C: 2.43 2.11 -2.55  -0.59
C: 2.17 3.36 -2.01  -0.49
C: 1.93 4.44 -2.84  -0.80
S: 2.65 0.75 -1.47  1.58
O: 3.02 1.25 -0.19  -0.80
O: 3.46 -0.24 -2.13  -0.75
N: 1.12 0.16 -1.32  -0.10
C: 0.55 -0.60 -2.27  0.81
N: 0.93 -0.77 -3.54  -0.34
C: 0.12 -1.54 -4.27  -0.85
C: -1.05 -2.13 -3.79  -1.28
C: -1.36 -1.90 -2.47  -0.96
N: -0.56 -1.14 -1.73  0.63
H: 2.03 5.29 -6.00  0.23
H: 1.79 6.27 -4.66  0.22
H: 2.28 2.89 -5.83  0.32
H: 2.70 0.97 -4.34  0.50
H: 2.15 3.48 -0.93  0.56
H: 1.73 5.42 -2.41  0.33
H: 0.42 -1.69 -5.30  0.53
H: -1.67 -2.74 -4.42  0.48
H: -2.23 -2.31 -1.95  0.80
S: -2.70 -1.22 0.40  -0.49
C: -4.00 -0.19 -0.25  0.54
C: -4.95 0.34 0.62  -0.32
C: -6.03 1.06 0.13  -0.85
C: -6.19 1.26 -1.23  -0.48
C: -5.25 0.73 -2.10  -0.82
C: -4.17 0.00 -1.62  -0.18
H: -4.82 0.21 1.68  0.43
H: -6.76 1.47 0.83  0.40
H: -7.03 1.82 -1.61  0.40
H: -5.36 0.87 -3.17  0.42
H: -3.46 -0.40 -2.31  0.47
C: -2.88 -2.69 5.22  -1.21
N: -2.00 -2.74 4.08  0.14
C: -1.79 -3.88 3.23  -0.42
C: -1.05 -3.25 2.05  -0.23
O: -0.78 -3.88 1.05  -0.54
N: -0.83 -1.91 2.32  0.51
C: -1.46 -1.66 3.47  -0.04
N: -1.59 -0.46 4.03  -0.07
H: -3.29 -3.69 5.38  0.39
H: -3.73 -2.01 5.04  0.38
H: -2.36 -2.39 6.13  0.34
H: -2.72 -4.33 2.89  0.38
H: -1.16 -4.65 3.69  0.33
H: -1.28 0.36 3.54  -0.25
H: -2.17 -0.34 4.84  0.25

HOMO (alpha / beta) in eV: -6.2 / -6.2
Gap between HOMO and LUMO (alpha / beta) in eV: 6.05 / 6.05
Calculated total energy in Eh: -3310.0305

***

Question: Among the records above, which one has the lowest calculated total energy?
Answer: C38H33N11O5S2W

***

Question: Which of these has the highest calculated total energy?
Answer: C38H32N5O2S2Y

***

Question: What is the calculated total energy in the fourth record?
Answer: -3248.3360 Eh